Below is one molecule with the formula C2H2Cl2 in a non-equilibrium geometry, with properties calculated with wB97M-V/def2-TZVPD.

Output
Spin multiplicity: 1
Total charge: 0
Kohn-Sham gap, eV: 10.75
SMILES string: Cl/C=C/Cl
Relative energy (zero: lowest compared OMol25 entry of this formula, charge and spin), eV: 0.1320

Last column: Löwdin charge in e.
Element x y z (Å)
Cl (-2.1437, 0.0262, -0.0050)  0.565
C (-0.4273, -0.4066, 0.0031)  -0.641
C (0.4892, 0.5035, 0.0388)  -0.661
Cl (2.1095, -0.0651, -0.0074)  0.619
H (-0.1488, -1.4554, 0.0187)  0.066
H (0.3590, 1.5364, -0.0576)  0.052

=====

Below is one molecule with the formula C2H2Cl2N3OP in a non-equilibrium geometry, with properties calculated with wB97M-V/def2-TZVPD.

Output
Spin multiplicity: 1
Total charge: 0
Kohn-Sham gap, eV: 10.85
SMILES string: O=P(Cl)(Cl)n1cncn1
Relative energy (zero: lowest compared OMol25 entry of this formula, charge and spin), eV: 0.0000

Last column: Löwdin charge in e.
Element x y z (Å)
O (2.9160, -1.6044, -1.9876)  -0.440
P (1.3890, -1.4157, -2.3748)  -0.163
Cl (0.4731, -3.1664, -2.6415)  0.377
Cl (1.0547, -0.2738, -3.8360)  0.509
N (0.5737, -0.7617, -1.0409)  -0.283
C (0.7097, -1.0505, 0.3439)  -0.172
N (-0.1039, -0.3720, 1.0202)  0.101
C (-0.7955, 0.3417, 0.1003)  -0.194
N (-0.3682, 0.2235, -1.1228)  0.051
H (1.5322, -1.8034, 0.5481)  0.150
H (-1.4848, 1.0107, 0.2902)  0.063

=====

Below is a 2-piece molecular cluster, C2H2Cl2O overall in a non-equilibrium geometry, with properties calculated with wB97M-V/def2-TZVPD.

Output
Spin multiplicity: 1
Total charge: 0
Kohn-Sham gap, eV: 10.27
Relative energy (zero: lowest compared OMol25 entry of this formula, charge and spin), eV: 3.2582

Last column: Löwdin charge in e.
Element x y z (Å)
C (-0.0389, -0.5797, 0.2817)  -1.165
C (0.4542, 0.8405, -0.1817)  -0.309
H (-0.2783, -0.5740, 1.2632)  -0.002
H (-0.7229, 1.6313, -0.8669)  0.207
O (1.6979, 0.9164, -0.1126)  -0.008
Cl (0.7409, -1.8669, -0.2229)  0.806
Cl (-1.8530, -0.3676, -0.1607)  0.471

=====

What is the Kohn-Sham gap in the third record?
10.27 eV

=====

Which value of relative energy (zero: lowest compared OMol25 entry of this formula, charge and spin) does entry 1 give?
0.1320 eV

=====

Which formula does entry 2 have?
C2H2Cl2N3OP